{"formula": "C11H13N2OP", "method": "the ωB97M-V functional and the def2-TZVPD basis", "e_homo_ha": [-0.312, -0.313], "fmax_ev_per_a": 2.18, "de_lowest_kj_mol": 416.8, "homo_lumo_gap_ev": [6.751, 7.446], "symbols": ["C", "C", "C", "C", "C", "C", "C", "C", "C", "C", "C", "N", "N", "O", "P", "H", "H", "H", "H", "H", "H", "H", "H", "H", "H", "H", "H", "H"], "coordinates": [[1.27748, -1.76611, -1.88957], [1.98098, 2.05419, -0.54123], [0.28960, 0.70393, 1.23407], [1.40970, 2.77621, 0.45634], [0.89601, 0.15477, 0.19350], [0.53724, 2.16747, 1.43182], [-2.09872, -3.25688, -0.92309], [-2.24775, -1.78373, -0.77652], [-1.12766, -2.34583, -1.63798], [-0.61993, 0.05824, 2.22357], [0.25307, -2.29393, -1.18135], [2.16436, -1.19781, -2.39753], [1.71442, 0.73586, -0.66262], [0.00616, 2.75324, 2.35974], [1.72160, 4.57339, 0.62311], [2.65114, 2.48757, -1.26865], [-1.72416, -3.81159, -0.07387], [-2.81382, -3.80460, -1.51903], [-3.05795, -1.28966, -1.29216], [-1.97455, -1.32398, 0.15998], [-1.25578, -2.21442, -2.70728], [-0.30422, 0.32996, 3.23112], [-0.60354, -1.02260, 2.11665], [-1.63701, 0.42853, 2.09513], [0.50639, -2.77689, -0.24908], [2.11190, 0.15655, -1.45016], [1.56053, 4.57244, 2.00392], [0.38450, 4.93568, 0.44117]], "forces_ev_per_angstrom": [[1.650, 0.895, -1.100], [-0.230, 0.514, 0.514], [-0.241, 0.420, 0.473], [0.499, 0.768, -0.255], [-0.250, -0.447, -0.085], [-0.207, -1.047, -0.134], [-0.128, -0.040, 0.058], [-0.101, -0.041, 0.122], [-0.034, 0.046, -0.446], [0.074, -0.081, -0.033], [-1.067, -0.214, 1.363], [-0.399, -0.933, -0.272], [0.596, -0.628, -1.036], [-0.180, 0.197, 0.255], [0.353, -0.265, -0.532], [0.053, -0.030, -0.071], [0.100, 0.020, 0.003], [-0.002, 0.057, -0.084], [0.032, -0.004, -0.101], [0.108, -0.006, 0.061], [-0.041, -0.010, 0.102], [-0.058, -0.023, -0.007], [-0.058, -0.132, 0.021], [-0.068, -0.002, 0.062], [0.095, -0.064, 0.086], [-0.236, 0.715, 0.641], [0.101, 0.107, 0.488], [-0.363, 0.230, -0.094]]}